The following is a quantum chemistry calculation of a structure of composition C21H10F5InNS, from the Open Molecules 2025 dataset.

```
39
Properties=species:S:1:pos:R:3:forces:R:3
In -0.5287 -0.5277 -0.2422 -0.1953 -0.0154 0.3289
F 1.5810 -6.7026 -0.2082 -0.0329 0.0406 -0.0322
C 0.8615 -5.6393 -0.5244 0.0662 -0.0975 0.0235
C 1.4519 -4.3866 -0.5470 0.0677 -0.0172 0.0143
F 2.7380 -4.2426 -0.2609 -0.0227 0.0172 0.0128
C 0.6749 -3.2958 -0.8694 0.0357 -0.0204 0.0159
F 1.2808 -2.0688 -0.8582 0.0485 0.0248 -0.0620
C -0.6750 -3.3820 -1.1674 -0.0407 0.0468 -0.0808
S -1.6714 -1.9964 -1.6670 0.0600 -0.0169 -0.2666
C -1.2372 -4.6499 -1.1356 -0.1186 -0.0750 -0.0235
F -2.5261 -4.8071 -1.4178 0.0594 0.0148 0.0017
C -0.4840 -5.7696 -0.8247 -0.0592 -0.1131 0.0119
F -1.0486 -6.9668 -0.8068 0.0230 0.0661 0.0064
C 0.0391 -0.8106 4.1186 0.0016 -0.0012 -0.0294
C 0.1643 0.5377 4.4228 0.0035 -0.0259 -0.0072
C 0.1249 1.4959 3.4207 0.0023 0.0603 0.0248
C -0.0374 1.1076 2.0937 0.0202 0.0301 -0.0167
C -0.1728 -0.2491 1.7926 0.0514 -0.3092 0.2076
C -0.1383 -1.2087 2.7978 0.0164 0.2779 0.0612
C -0.0468 2.0942 0.9728 0.0553 0.0405 0.0570
C 0.1038 3.4809 1.1789 0.0056 -0.0200 0.0300
C 0.1223 4.3250 0.1093 -0.0127 0.0407 -0.0790
C 0.0036 3.8282 -1.2092 0.0311 0.1532 0.0306
C 0.0389 4.6545 -2.3573 -0.0003 0.0197 0.0958
C -0.0651 4.1071 -3.6020 -0.0129 -0.0942 -0.0571
C -0.2118 2.7095 -3.7521 0.0096 0.1280 -0.0263
C -0.2571 1.8925 -2.6589 -0.0165 -0.0890 0.1001
C -0.1477 2.4418 -1.3660 -0.0483 -0.1369 0.0729
N -0.1815 1.6226 -0.2624 0.0008 0.1237 -0.3570
H 0.0764 -1.5497 4.9079 -0.0071 0.0097 -0.0004
H 0.2965 0.8497 5.4499 -0.0052 -0.0083 -0.0031
H 0.2228 2.5367 3.6972 0.0114 -0.0201 -0.0107
H -0.2494 -2.2603 2.5678 0.0016 -0.0101 -0.0032
H 0.2077 3.8723 2.1782 -0.0076 -0.0208 -0.0058
H 0.2343 5.3916 0.2623 0.0061 -0.0049 -0.0111
H 0.1510 5.7237 -2.2280 0.0054 -0.0113 -0.0014
H -0.0357 4.7378 -4.4794 0.0019 -0.0057 -0.0014
H -0.2870 2.2851 -4.7442 -0.0115 0.0009 0.0092
H -0.3722 0.8191 -2.7813 0.0065 0.0180 -0.0296
```
Positions in Å, forces in eV/Å.

Output
charge: +1
gap between HOMO and LUMO: 7.905 eV

---

The following is a quantum chemistry calculation of a structure of composition C21H12BrF3MnN2O3S2 at a distorted geometry, from the Open Molecules 2025 dataset.

```
45
Properties=species:S:1:pos:R:3:forces:R:3
Mn 0.5360 -0.9973 -0.7395 -0.5096 1.8626 0.1999
O -1.5913 2.2495 4.0039 -0.0182 0.2258 0.3771
C -1.2716 1.6830 2.8595 0.2094 -0.5357 -0.9198
C -2.1952 1.3091 1.8704 0.0765 0.0545 0.0384
C -1.7614 0.6627 0.7339 0.0168 -0.1250 -0.1184
N -0.4722 0.3569 0.5204 0.5542 -0.1581 0.5374
C 0.4084 0.7594 1.4518 0.0920 -0.2662 -0.3165
Br 2.2140 0.2397 0.9994 -0.4818 0.2884 0.4191
C 0.0903 1.4128 2.6122 -0.0436 0.0507 0.0457
H -2.5438 2.3820 4.1176 0.0981 -0.0250 -0.1275
H -3.2505 1.5052 1.9876 -0.0715 0.0453 0.0298
H -2.4499 0.3558 -0.0454 -0.0093 0.0244 0.1273
H 0.8482 1.6925 3.3252 0.0427 0.0450 0.0890
O 1.0970 -7.4054 1.3207 0.1454 0.0906 -0.1005
S -0.1646 -6.7647 1.1768 -0.2319 0.1530 1.0220
O -1.3320 -7.5133 0.8650 -0.1229 0.1281 -0.1628
N 0.0109 -5.4894 0.0908 0.1263 0.1586 -0.3712
C -0.0930 -4.3732 0.6915 -0.0312 -1.3741 0.4284
S 0.1982 -2.9279 -0.1477 -0.0779 -0.5699 -0.5613
C -0.3991 -4.3647 2.1261 -0.1531 -0.0734 0.8128
C -0.5989 -3.3037 2.9986 0.0442 -0.1829 -0.1732
C -0.8542 -3.5963 4.3321 -0.0014 0.0503 0.0189
C -0.9088 -4.9087 4.7824 0.0165 -0.0926 -0.0829
C -0.7175 -5.9725 3.9049 -0.0203 -0.0910 0.0885
C -0.4689 -5.6726 2.5910 0.1595 0.0011 -0.8205
H -0.5621 -2.2775 2.6526 0.0255 0.0068 -0.0128
H -1.0094 -2.7909 5.0338 -0.0172 0.0635 0.0563
H -1.1014 -5.1152 5.8247 -0.0189 0.0343 0.0618
H -0.7580 -6.9981 4.2375 -0.0212 -0.0708 0.0899
F 1.0840 6.5155 -6.3764 -0.1161 -0.1578 -0.1429
C 1.5913 6.3644 -5.1519 0.0434 0.1813 -0.0048
F 2.9089 6.6043 -5.2329 0.1411 -0.0871 0.0294
F 1.0726 7.3402 -4.3874 -0.0897 -0.0503 0.1600
C 1.3235 5.0000 -4.5658 -0.0294 -0.1225 -0.0122
C 1.8270 4.7219 -3.2955 -0.0905 0.0972 -0.2607
C 1.6138 3.4823 -2.7403 -0.1689 -0.2537 -0.1731
C 0.8934 2.4987 -3.4432 0.2021 1.1592 -0.5209
C 0.3977 2.7915 -4.7203 0.0994 -0.2517 0.3885
C 0.6135 4.0361 -5.2755 0.1635 0.3655 0.0592
C 0.7010 1.2658 -2.8067 -0.2476 -2.1231 1.2763
C 0.5980 0.2304 -2.1375 0.3086 1.5186 -1.5160
H 2.3853 5.4693 -2.7498 0.0139 0.0657 -0.0324
H 2.0036 3.2458 -1.7642 0.0564 -0.0170 0.1489
H -0.1455 2.0394 -5.2687 -0.0745 -0.0944 -0.0492
H 0.2328 4.2570 -6.2616 0.0114 0.0520 -0.0250
```
Positions in Å, forces in eV/Å.

Output
charge: +1
expectation value of S²: 6.183
multiplicity: 5
gap between HOMO and LUMO (alpha / beta): 5.359 / 7.179 eV

---

The following is a quantum chemistry calculation of a structure of composition C21H12CoF3N6O2S3, from the Open Molecules 2025 dataset.

```
48
Properties=species:S:1:pos:R:3:forces:R:3
Co 0.7679 -1.9037 -1.5546 -0.0813 -0.0346 0.0341
C -2.5829 -0.7660 -4.3387 -0.0311 0.0332 0.0097
C -1.4116 -1.3396 -3.8609 -0.0064 0.0018 -0.0016
N -0.9571 -1.0331 -2.6592 0.0056 -0.0314 0.0005
C -1.6478 -0.1670 -1.9215 -0.0081 0.0062 -0.0222
C -2.8241 0.3893 -2.4097 0.0318 0.0016 0.0169
N -3.2927 0.0947 -3.6165 0.0079 -0.0160 -0.0233
C -1.0826 0.1195 -0.5774 -0.0002 -0.0037 -0.0019
C -1.5852 1.0889 0.2760 -0.0358 0.0165 0.0235
C -0.9931 1.2792 1.5181 0.0548 -0.1015 -0.0745
C 0.0826 0.4704 1.8639 -0.0195 0.0544 0.0364
C 0.5409 -0.4741 0.9602 0.0130 -0.0113 -0.0209
N -0.0335 -0.6307 -0.2346 0.0331 0.0143 -0.0324
C 1.6953 -1.3695 1.2205 0.0364 -0.0183 0.0068
C 2.2897 -1.5333 2.4651 -0.0392 0.0078 -0.0177
N 3.3108 -2.3608 2.6552 0.0109 -0.0220 -0.0160
C 3.7298 -3.0411 1.5933 0.0037 0.0264 0.0406
C 3.1397 -2.8971 0.3444 -0.0040 -0.0196 -0.0026
N 2.1353 -2.0563 0.1673 0.0200 -0.0001 -0.0035
C -1.4813 2.3286 2.4394 -0.0336 0.0850 0.0649
C -1.8612 3.5816 1.9696 0.0267 -0.0237 -0.0468
C -2.3072 4.5337 2.8714 -0.0100 0.0127 0.0341
N -2.4008 4.3265 4.1829 0.0047 -0.0080 -0.0082
C -2.0346 3.1269 4.6277 -0.0149 0.0363 0.0123
C -1.5731 2.1088 3.8100 0.0086 -0.0536 -0.0207
H -2.9583 -1.0068 -5.3255 0.0117 -0.0133 -0.0014
H -0.8305 -2.0534 -4.4326 0.0151 -0.0011 0.0115
H -3.4117 1.0828 -1.8206 -0.0038 -0.0006 0.0008
H -2.4308 1.6928 -0.0200 -0.0009 0.0090 0.0131
H 0.5892 0.6150 2.8074 -0.0049 0.0068 0.0076
H 1.9338 -0.9982 3.3371 -0.0009 0.0047 0.0009
H 4.5587 -3.7224 1.7412 -0.0022 -0.0074 -0.0170
H 3.4554 -3.4646 -0.5234 -0.0091 0.0110 -0.0101
H -1.7827 3.8266 0.9183 0.0003 -0.0132 -0.0026
H -2.5999 5.5176 2.5220 0.0043 -0.0030 -0.0086
H -2.1187 2.9692 5.6974 0.0017 -0.0108 -0.0029
H -1.3125 1.1491 4.2374 0.0068 -0.0026 -0.0125
S 0.2014 -6.2740 -2.2491 0.0140 0.0169 0.0099
C 0.4102 -4.6543 -2.0002 0.0111 -0.0093 -0.0368
S -0.4174 -3.6987 -0.8101 -0.0410 0.0225 0.0450
S 1.4769 -3.6017 -2.8723 0.0048 0.0319 0.0010
F 1.2619 2.0853 -0.8039 0.0318 -0.0094 0.0017
C 2.3858 1.5516 -1.3621 0.0249 0.0079 -0.0452
F 2.9584 0.7976 -0.4017 -0.0370 -0.0274 0.0176
F 3.2196 2.5738 -1.5892 -0.0088 0.0245 -0.0102
C 2.0167 0.7582 -2.6647 -0.0794 -0.0411 0.0333
O 1.9143 1.4560 -3.6628 -0.0096 0.0245 -0.0024
O 1.8566 -0.4770 -2.5149 0.0981 0.0272 0.0202
```
Positions in Å, forces in eV/Å.

Output
charge: -1
expectation value of S²: 0.780
multiplicity: 2
gap between HOMO and LUMO (alpha / beta): 5.665 / 5.657 eV

---

The following is a quantum chemistry calculation of a structure of composition C21H14Cl2NO2SSbSe4Ti, from the Open Molecules 2025 dataset.

```
47
Properties=species:S:1:pos:R:3:forces:R:3
Ti -0.3858 -0.2498 0.0496 -0.6923 0.3648 0.0660
Cl -3.4014 3.2597 -1.9048 -0.0146 0.0598 -0.0083
C -3.5167 1.5519 -2.1349 -0.0744 -0.0345 0.1201
C -4.4634 1.0471 -3.0501 0.0471 0.1356 0.0528
C -4.5721 -0.2878 -3.2905 -0.0917 -0.1249 -0.0814
Cl -5.7555 -0.8738 -4.4347 0.0671 0.0466 0.0642
C -3.7241 -1.2072 -2.6298 -0.0717 -0.1378 0.1426
C -3.7126 -2.6059 -2.8161 -0.0601 0.0528 -0.0365
C -2.8095 -3.3749 -2.1369 0.0877 0.0018 0.0564
C -1.8844 -2.7556 -1.2788 -0.0195 -0.0554 0.0083
N -1.8829 -1.4573 -1.0789 0.3133 -0.1492 0.0929
C -2.8043 -0.6838 -1.7039 0.0850 0.1328 -0.2783
C -2.6784 0.7166 -1.4173 0.2318 -0.0758 -0.0940
O -1.7568 1.0773 -0.5726 -0.1679 0.2154 -0.1761
H -5.1065 1.7416 -3.5729 0.0131 0.0239 0.0205
H -4.4178 -3.0562 -3.5015 -0.0103 0.0110 -0.0082
H -2.7825 -4.4475 -2.2637 0.0069 -0.0111 0.0083
H -1.1291 -3.3207 -0.7460 -0.0002 -0.0189 0.0063
O 1.4722 0.0675 -0.5634 0.0769 0.0280 -0.3690
S 2.5667 -0.5884 0.3108 0.1879 -0.2383 0.1123
C 4.0694 -0.1252 -0.5332 -0.0179 0.0799 -0.0187
C 4.0436 0.3759 -1.8233 -0.0336 0.0068 -0.0019
C 5.2411 0.7319 -2.4246 0.0187 -0.0018 0.0097
C 6.4364 0.5894 -1.7317 -0.0135 0.0019 -0.0131
C 6.4394 0.1061 -0.4302 0.0291 0.0115 -0.0138
C 5.2487 -0.2465 0.1856 -0.0423 -0.0359 0.0193
C 2.4708 -2.2956 -0.2375 0.0648 -0.1374 0.0522
C 2.6846 -3.2886 0.7052 0.0104 0.1569 0.0736
C 2.5533 -4.6160 0.3291 0.0172 -0.0616 0.0629
C 2.2013 -4.9421 -0.9702 -0.0303 0.0096 -0.1037
C 1.9786 -3.9373 -1.9048 -0.0091 0.0287 0.0157
C 2.1117 -2.6061 -1.5374 -0.0061 -0.0369 -0.2240
H 3.0958 0.5099 -2.3279 0.0131 -0.0030 -0.0104
H 5.2410 1.1317 -3.4306 -0.0050 0.0015 -0.0021
H 7.3679 0.8745 -2.2039 0.0077 -0.0009 0.0020
H 7.3700 0.0228 0.1157 -0.0015 -0.0033 0.0105
H 5.2129 -0.5897 1.2147 0.0287 0.0108 -0.0014
H 2.9180 -3.0055 1.7247 0.0088 -0.0203 0.0350
H 2.7053 -5.3962 1.0634 0.0074 0.0084 0.0090
H 2.0905 -5.9802 -1.2576 0.0030 -0.0036 -0.0039
H 1.6983 -4.1894 -2.9199 -0.0015 0.0026 -0.0039
H 1.9253 -1.8185 -2.2574 0.0084 0.0110 0.0293
Se 3.7944 -1.2463 3.6769 0.0250 -0.0118 0.0791
Sb 2.2146 0.5556 3.7178 -0.0024 -0.0577 -0.0419
Se -0.2278 -1.2868 2.0522 0.0782 -0.1862 0.3751
Se 2.4166 2.2014 2.0070 0.0182 0.0693 -0.1791
Se 1.0210 1.1010 5.6686 -0.0895 -0.0653 0.1457
```
Positions in Å, forces in eV/Å.

Output
charge: -1
expectation value of S²: 0.759
multiplicity: 2
gap between HOMO and LUMO (alpha / beta): 6.102 / 6.113 eV

---

The following is a quantum chemistry calculation of a structure of composition C21H14Cl3MnN3O7S2Si at a distorted geometry, from the Open Molecules 2025 dataset.

```
52
Properties=species:S:1:pos:R:3:forces:R:3
Mn -0.5244 2.8663 -0.8051 0.5575 0.3159 -0.3546
O -1.2941 1.7466 3.4992 -0.0419 0.0357 0.1620
C -0.0218 1.6142 3.8958 -0.0709 0.0160 0.1806
C 0.2040 1.4040 5.2625 0.0306 -0.0005 -0.0763
C 1.4886 1.2723 5.7494 0.0284 0.0059 0.0122
C 2.5793 1.3480 4.8866 -0.0307 0.0008 -0.0723
C 2.3537 1.5508 3.5347 0.1222 -0.0349 0.0628
C 1.0700 1.6833 3.0158 -0.0343 0.0537 -0.2629
C 0.8539 1.8819 1.5432 -0.2570 -0.1188 0.6997
O -0.3788 1.9935 1.1536 0.1506 0.0032 -0.1586
N 1.9038 1.8758 0.7793 -0.0731 0.0844 -0.7654
N 1.4762 2.0333 -0.5550 0.1424 -0.3395 0.7821
C 2.2754 1.6317 -1.4540 0.1860 -0.0535 -0.4346
C 1.9204 1.5760 -2.8694 0.1165 -0.0124 0.3288
C 2.9442 1.3067 -3.7803 0.1047 0.0119 -0.1023
C 2.7210 1.2026 -5.1382 -0.1047 -0.0028 0.0517
C 1.4084 1.3717 -5.5997 0.0888 0.0258 -0.0418
C 0.3726 1.6091 -4.7293 -0.0303 -0.0538 0.1384
C 0.5697 1.6888 -3.3202 -0.0132 -0.0177 -0.1106
O -0.4473 1.8187 -2.5410 0.0101 -0.0390 0.0445
H -1.2607 1.9407 2.5271 -0.0019 -0.0885 -0.1455
H -0.6579 1.3533 5.9161 -0.0050 0.0051 -0.0108
H 1.6437 1.1134 6.8112 0.0018 -0.0071 -0.0086
H 3.5889 1.2423 5.2634 0.0015 0.0093 -0.0019
H 3.1754 1.6067 2.8326 0.0049 -0.0016 0.0180
H 3.2686 1.2827 -1.1513 -0.0463 -0.0268 -0.0611
H 3.9492 1.1755 -3.3880 -0.0079 0.0126 -0.0060
H 3.5308 0.9843 -5.8224 0.0075 0.0240 -0.0055
H 1.2045 1.3142 -6.6647 -0.0107 -0.0103 0.0141
H -0.6434 1.7370 -5.0819 -0.0023 -0.0300 -0.0019
Cl -4.4111 3.0230 -2.2750 0.1236 -0.0671 0.1512
Si -3.0213 2.4845 -0.7093 -1.0331 -0.2988 0.1235
Cl -4.1937 3.0859 1.0121 0.1044 -0.0593 -0.1706
Cl -3.4478 0.3102 -0.6206 -0.0414 0.1568 -0.0306
O -0.2180 4.5188 -1.5970 0.0134 0.3153 0.5592
O -0.2409 4.5978 -0.1867 -0.0093 0.2041 -0.4992
O 0.5516 -5.2808 -2.0932 0.1043 -0.1607 -0.1762
S 0.5790 -4.7803 -0.7523 -0.2768 0.3331 0.0980
O 1.4053 -5.4343 0.2181 0.1527 -0.1442 0.0636
N 0.8961 -3.1551 -0.7610 0.1298 -0.0213 -0.0237
C -0.1246 -2.4837 -0.3454 -0.4267 -0.2273 0.2205
S -0.1645 -0.7949 -0.1479 0.1153 0.0954 -0.1247
C -1.3464 -3.2943 0.0336 0.3749 0.4006 -0.1503
C -2.5746 -2.8604 0.4908 -0.2007 -0.0836 0.0844
C -3.5313 -3.8318 0.7730 0.0883 0.1135 -0.0254
C -3.2503 -5.1838 0.6057 -0.0598 -0.0712 0.0279
C -2.0101 -5.6085 0.1444 0.0885 0.0904 -0.0372
C -1.0776 -4.6303 -0.1385 -0.0633 -0.3229 0.0176
H -2.7919 -1.8056 0.6064 -0.0030 -0.0298 0.0246
H -4.5078 -3.5251 1.1238 -0.0009 0.0017 0.0052
H -4.0112 -5.9187 0.8388 -0.0018 0.0077 -0.0074
H -1.7828 -6.6577 0.0103 -0.0017 0.0003 -0.0046
```
Positions in Å, forces in eV/Å.

Output
charge: -2
expectation value of S²: 8.996
multiplicity: 6
gap between HOMO and LUMO (alpha / beta): 5.803 / 4.443 eV

---

It is found that the calculated total energy values, taken in the order of the records, are -53019.606, -162270.244, -113297.507, -354513.095, -139246.306 eV.